(1)
58
Properties=species:S:1:pos:R:3:forces:R:3 method="wB97M-V/def2-TZVPD" lumo_energy_ev="1.81 / 1.36" charge=-1 s2=8.785 multiplicity=6
Ru -0.350 -0.382 -1.134 0.2 0.2 -0.4
Br -2.872 -1.468 -2.737 -0.1 -0.1 -0.1
Se -1.373 -2.983 -0.833 0.0 0.2 0.0
S -1.327 1.731 -1.656 -0.1 0.0 0.2
S -1.941 2.770 -4.420 0.0 0.0 0.0
O 1.585 0.814 -0.884 0.1 0.0 -0.1
O 2.108 3.297 -0.814 0.1 0.1 0.0
N -0.448 0.717 -3.992 0.3 -0.2 0.0
N 0.874 0.877 1.322 0.0 0.0 0.1
N 0.172 -0.163 -3.125 0.1 -0.1 0.0
N 1.442 -1.806 -1.444 0.2 0.2 0.0
N -0.077 -0.160 0.995 0.1 -0.1 -0.1
C 2.027 0.712 0.400 0.0 -0.1 0.1
C -3.977 -1.562 2.154 0.0 0.0 0.1
C 3.053 1.766 0.761 0.0 0.0 0.1
C 4.867 3.748 1.497 0.0 0.0 0.0
C 2.001 -1.578 -2.643 0.0 -0.1 0.0
C -3.117 -1.742 3.240 0.0 0.1 -0.1
C -3.615 -2.104 4.481 0.0 0.0 0.0
C 3.220 -2.139 -3.006 -0.1 0.0 0.1
C 4.928 2.504 2.109 0.0 0.0 0.0
C -4.978 -2.299 4.659 0.0 0.0 0.0
C -3.579 2.869 -3.663 0.0 0.0 0.1
C 2.072 -2.576 -0.572 0.0 -0.1 0.0
C -2.364 -0.472 0.642 -0.3 0.0 0.7
C 3.009 3.023 0.139 0.0 0.1 0.0
C 3.882 -2.935 -2.086 -0.1 0.0 0.0
C 3.302 -3.158 -0.847 0.0 0.0 0.0
C -5.342 -1.776 2.341 0.0 0.0 0.0
C -5.839 -2.135 3.584 0.0 0.0 0.0
C 1.266 -0.690 -3.533 -0.1 0.0 0.0
C 4.018 1.527 1.727 0.0 0.0 0.0
C -1.153 1.590 -3.354 -0.3 0.1 -0.1
C -3.478 -1.149 0.830 0.1 0.0 -0.3
C -1.343 0.271 1.137 0.1 -0.2 -0.3
C 3.923 4.007 0.518 0.0 0.0 0.0
H -2.934 -2.244 5.311 0.0 0.0 0.0
H 3.787 -3.769 -0.099 0.0 0.0 0.0
H 1.665 2.418 -1.022 0.0 0.0 0.0
H 2.483 -0.288 0.588 0.0 0.1 0.0
H -6.903 -2.290 3.713 0.0 0.0 0.0
H 1.650 -0.445 -4.517 0.0 0.0 0.0
H -4.071 -1.444 -0.033 0.0 0.1 0.0
H -2.054 -1.604 3.091 0.0 0.0 0.0
H 3.638 -1.938 -3.983 0.0 0.0 0.0
H -5.365 -2.583 5.630 0.0 0.0 0.0
H -6.013 -1.653 1.499 0.0 0.0 0.0
H -4.128 3.624 -4.224 0.0 0.0 0.0
H 5.672 2.297 2.868 0.0 0.0 0.0
H -1.511 1.300 1.461 0.0 0.0 -0.1
H 4.839 -3.375 -2.333 0.0 0.0 0.0
H 4.055 0.542 2.186 0.0 0.0 0.0
H 1.212 0.652 2.256 0.0 0.0 0.0
H 5.568 4.526 1.778 0.0 0.0 0.0
H 1.560 -2.725 0.371 0.0 0.0 0.0
H -3.510 3.173 -2.622 0.0 0.0 0.0
H -4.089 1.912 -3.735 0.0 0.0 0.0
H 3.871 4.970 0.026 0.0 0.0 0.0


(2)
17
Properties=species:S:1:pos:R:3:forces:R:3 method="wB97M-V/def2-TZVPD" lumo_energy_ev="-9.25 / -8.37" charge=+2 s2=1.115 multiplicity=2
O -0.174 1.094 -0.295 -2.0 1.5 -1.3
O -0.956 3.169 -0.515 -1.3 1.4 -0.5
O -0.407 -4.605 0.222 0.0 1.8 0.2
O 1.067 2.736 -1.286 -1.5 0.1 0.1
C 0.846 0.456 0.228 2.2 -1.5 0.0
C 0.004 2.410 -0.788 4.0 -2.4 0.4
C -0.614 -3.484 0.350 -0.3 -2.0 -0.1
C -0.885 -2.163 0.431 -1.3 -0.4 1.5
C 0.812 -1.000 0.320 2.1 1.7 -2.7
Be -2.023 2.650 0.362 -1.4 -0.1 0.9
Li 0.317 4.601 -1.578 0.3 0.2 -0.2
H -0.881 -1.745 1.442 -1.2 -1.1 -0.3
H 0.167 -0.485 1.318 0.8 0.4 -0.5
H -1.549 -1.781 -0.349 0.3 0.0 0.4
H 1.820 0.938 0.069 -0.1 0.2 1.4
H 1.742 -1.376 0.766 -0.5 0.1 0.1
H 0.713 -1.414 -0.698 0.0 0.0 0.6


(3)
45
Properties=species:S:1:pos:R:3:forces:R:3 method="wB97M-V/def2-TZVPD" lumo_energy_ev=0.38 smiles=CCO.CCO.CCO.CCO.CCO
O -0.650 -0.942 -3.994 0.0 0.3 0.3
O -1.804 -3.354 1.659 -2.3 0.3 -0.3
O 3.316 0.815 -1.170 -0.8 -0.5 0.8
O 0.202 0.504 -1.603 1.1 0.5 -0.4
O -0.710 4.564 5.309 -0.4 0.3 -0.3
C -0.095 0.032 0.742 -0.9 -0.6 -1.7
C -0.685 -0.126 -0.739 1.0 0.0 2.0
C -0.887 0.888 -5.516 0.0 -0.5 0.6
C -0.774 -3.763 2.470 2.2 0.9 0.5
C -0.634 -2.913 3.714 -1.2 -0.2 0.8
C 3.441 -0.210 -2.142 1.9 1.1 0.4
C -0.615 3.143 5.386 -0.4 0.6 1.3
C -1.635 -0.192 -4.721 0.6 0.3 -0.4
C 3.233 0.431 -3.491 -0.1 -2.0 -1.3
C -1.390 2.532 4.230 1.5 0.5 0.1
H -0.393 -0.877 1.264 -0.6 0.5 0.6
H 0.364 -3.109 4.108 0.1 0.7 -0.1
H 0.442 2.952 5.573 0.2 -0.9 -1.1
H 2.862 -1.092 -1.866 -0.6 0.1 -0.5
H -2.336 0.274 -4.027 -0.3 -0.1 0.0
H -1.040 2.797 6.328 -0.5 0.0 0.2
H 3.944 1.190 -3.819 -0.3 0.5 0.9
H -2.063 -3.980 0.980 0.3 -0.2 0.2
H -0.700 -4.802 2.790 -0.4 -0.3 -0.6
H -0.024 0.392 -5.962 -0.1 0.2 -0.4
H 2.393 0.684 -0.940 -0.5 0.9 0.5
H -1.115 -1.704 -3.643 0.2 -0.2 0.2
H -0.408 0.986 1.167 0.0 -0.3 0.3
H 4.471 -0.535 -1.998 0.3 -0.2 -0.5
H 0.038 0.211 -2.503 -0.1 -0.3 -0.4
H -1.513 1.410 -6.240 0.0 -0.3 -0.1
H -1.308 -3.159 4.534 -0.3 -0.6 0.0
H -0.796 2.748 3.341 -0.2 -0.4 -0.3
H 0.112 -3.438 1.925 0.7 -0.9 -0.2
H -2.116 -0.932 -5.360 -0.4 0.4 -0.3
H -0.939 -1.885 3.520 0.9 0.2 -0.2
H -1.666 0.323 -0.896 -0.3 -0.2 0.6
H 3.465 -0.340 -4.225 -0.2 -0.4 -0.3
H -0.117 4.947 5.960 0.0 0.0 0.0
H -0.482 1.646 -4.846 -0.1 0.0 0.2
H -0.731 -1.205 -0.889 -0.1 -0.2 -0.4
H 0.990 -0.064 0.764 0.1 0.4 -0.5
H -1.486 1.461 4.410 -0.2 0.1 -0.3
H -2.342 3.045 4.093 -0.1 -0.2 0.3
H 2.181 0.647 -3.677 0.1 0.6 0.1


(4)
16
Properties=species:S:1:pos:R:3:forces:R:3 method="wB97M-V/def2-TZVPD" lumo_energy_ev=0.66 smiles=N[C@@H](Cl)[C@H](Br)CCBr
Br -1.083 2.310 -0.147 0.4 0.5 -0.4
Br 3.433 0.064 -0.340 1.1 -0.7 -0.3
Cl -3.093 -0.229 -0.497 -0.5 0.3 -0.4
N -1.060 -1.864 -0.289 0.6 -2.4 -3.3
C -0.653 0.551 0.525 -0.9 -1.3 0.0
C 0.807 0.152 0.660 1.4 1.8 -0.5
C -1.332 -0.523 -0.501 1.6 3.2 -0.5
C 1.895 1.103 0.018 -1.1 -0.2 1.0
H 1.118 -0.086 1.696 -0.3 0.2 -0.6
H 2.247 1.851 0.700 -0.1 0.5 0.4
H -1.216 -2.353 -1.264 0.7 1.0 2.6
H -0.779 -0.206 -1.497 -1.7 -0.5 1.6
H -1.714 -2.325 0.298 -0.6 -0.2 0.9
H -1.143 0.666 1.498 0.0 -0.9 -0.2
H 0.933 -0.702 0.049 0.0 -1.3 -0.1
H 1.640 1.592 -0.909 -0.5 -0.1 -0.1


Values of calculated total energy, in order: -196429.496; -14055.855; -21091.392; -158374.684, all in eV.
Values of relative energy (zero: lowest compared OMol25 entry of this formula, charge and spin), in order: 60.7; 289.5; 173.7; 17.9, all in kJ/mol.